# 1
Density functional theory data (wB97M-V/def2-TZVPD) for the molecule CH5N3S at a distorted geometry.

**DFT total energy**: -16420.72072 eV
**E_HOMO**: -9.244 eV
**Relative energy (zero: lowest compared OMol25 entry of this formula, charge and spin)**: 250.8 kJ/mol
**Charge**: 0
**Orbital gap**: 10.00 eV
**Structure (SMILES)**: [H]/N=N/NCS
**Lowest unoccupied orbital energy**: 0.7518 eV
**Maximum force**: 4.7 eV/A
**Molecular weight**: 91.14 g/mol

Each line ends with the Mulliken charge.
Cartesian coordinates (Å):
C1 0.658 0.213 0.493  -0.396
N1 -0.527 0.269 -0.382  0.092
N2 -2.194 -1.219 0.275  -0.564
N3 -1.705 -0.335 -0.530  -0.213
S1 2.090 -0.817 -0.058  -0.188
H1 0.367 0.004 1.426  0.381
H2 1.026 1.330 0.544  0.284
H3 -0.376 0.547 -1.317  0.234
H4 -3.059 -1.551 -0.241  0.264
H5 1.979 -0.367 -1.349  0.107

---

# 2
Density functional theory data (wB97M-V/def2-TZVPD) for a cluster of 3 separate species, C27H57N3O6PS in total at a distorted geometry.

**DFT total energy**: -65789.64770 eV
**E_HOMO**: -10.113 eV
**Charge**: +1
**Orbital gap**: 5.06 eV
**Lowest unoccupied orbital energy**: -5.0561 eV
**Maximum force**: 4.6 eV/A
**Molecular weight**: 582.81 g/mol

Each line ends with the Mulliken charge.
Cartesian coordinates (Å):
C1 -4.632 -2.106 0.189  -0.831
C2 -4.742 -1.339 -1.216  -0.426
C3 -3.540 -0.322 -1.526  0.542
C4 -2.150 -1.079 -1.812  -0.361
C5 -1.320 -0.525 -3.071  -0.443
C6 -0.241 -1.554 -3.672  -0.696
C7 1.143 -1.617 -2.841  -0.746
C8 1.096 -2.582 -1.559  0.357
C9 1.429 -4.121 -1.859  -0.508
C10 1.266 -5.105 -0.578  -0.887
C11 0.778 -4.349 0.755  0.443
C12 -0.699 -4.483 1.291  -0.467
C13 -1.138 -3.687 2.571  -0.341
C14 -0.065 -2.762 3.276  -0.465
C15 1.373 -2.718 2.658  0.213
P1 2.725 -1.624 3.421  0.698
O1 2.026 -0.074 3.701  -0.479
O2 3.919 -1.373 2.189  -0.520
S1 3.476 -2.359 5.051  -0.268
N1 1.681 -3.490 1.475  0.043
H1 -4.510 -1.417 1.101  0.273
H2 -5.630 -2.680 0.338  0.364
H3 -3.811 -2.906 0.238  0.057
H4 -5.713 -0.730 -1.214  0.169
H5 -4.724 -2.143 -2.041  0.308
H6 -3.369 0.340 -0.588  0.331
H7 -3.796 0.330 -2.424  -0.656
H8 -1.478 -0.915 -0.879  0.018
H9 -2.310 -2.209 -1.887  0.317
H10 -0.875 0.497 -2.806  0.281
H11 -2.091 -0.320 -3.914  0.267
H12 0.046 -1.138 -4.716  0.328
H13 -0.680 -2.604 -3.893  0.260
H14 2.054 -1.806 -3.532  0.384
H15 1.308 -0.544 -2.434  0.320
H16 1.882 -2.218 -0.788  -0.290
H17 0.075 -2.442 -1.065  0.053
H18 2.533 -4.206 -2.203  0.296
H19 0.820 -4.571 -2.734  0.293
H20 2.261 -5.626 -0.302  0.315
H21 0.483 -5.934 -0.762  0.320
H22 -1.473 -5.140 0.744  0.334
H23 -2.211 -3.748 2.949  0.405
H24 -0.355 -2.141 4.199  0.394
H25 1.576 0.172 2.848  0.360
H26 3.424 -1.107 1.369  0.330
H27 2.650 -3.403 1.107  0.432
C16 -7.037 4.147 -6.882  -0.722
O3 -6.542 4.920 -5.798  -0.337
C17 -7.581 5.487 -4.996  -0.812
C18 -7.580 4.857 -3.604  -0.173
N2 -8.037 3.467 -3.655  -0.308
C19 -7.837 2.736 -2.403  -0.809
C20 -6.386 2.498 -1.953  -0.522
O4 -5.655 1.624 -2.808  -0.405
C21 -5.027 2.266 -3.909  -0.390
H28 -6.188 3.859 -7.506  0.236
H29 -7.524 3.238 -6.522  0.307
H30 -7.733 4.730 -7.492  0.347
H31 -8.563 5.405 -5.474  0.402
H32 -7.352 6.553 -4.894  0.392
H33 -8.247 5.428 -2.949  0.397
H34 -6.562 4.923 -3.205  0.167
H35 -7.533 2.982 -4.390  0.066
H36 -8.312 1.759 -2.532  0.380
H37 -8.382 3.246 -1.600  0.423
H38 -6.430 1.991 -0.982  0.367
H39 -5.838 3.430 -1.780  0.382
H40 -4.724 3.291 -3.678  0.298
H41 -5.681 2.249 -4.782  0.087
H42 -4.131 1.694 -4.165  0.172
C22 10.493 0.115 5.210  -0.722
O5 9.826 0.534 4.029  -0.345
C23 9.028 -0.497 3.442  -0.824
C24 7.545 -0.142 3.541  -0.104
N3 7.075 -0.223 4.925  -0.323
C25 5.734 0.331 5.123  0.371
C26 5.557 1.841 4.895  -0.571
O6 6.244 2.650 5.843  -0.444
C27 7.594 2.934 5.508  -0.558
H43 11.168 0.916 5.518  0.240
H44 9.780 -0.064 6.018  0.308
H45 11.086 -0.786 5.027  0.343
H46 9.237 -1.479 3.879  0.407
H47 9.305 -0.542 2.384  0.377
H48 6.966 -0.838 2.925  0.256
H49 7.414 0.869 3.138  0.217
H50 7.720 0.285 5.521  0.087
H51 5.457 0.114 6.159  0.464
H52 5.027 -0.214 4.488  -0.698
H53 4.493 2.063 5.033  0.339
H54 5.796 2.145 3.870  0.359
H55 7.756 2.989 4.428  0.274
H56 8.260 2.194 5.957  0.190
H57 7.851 3.904 5.943  0.294

---

# 3
Density functional theory data (wB97M-V/def2-TZVPD) for a cluster of 3 separate species, CH4N3O3 in total at a distorted geometry.

**DFT total energy**: -11704.34050 eV
**E_HOMO**: -16.458 eV
**Relative energy (zero: lowest compared OMol25 entry of this formula, charge and spin)**: 189.3 kJ/mol
**Charge**: +1
**Orbital gap**: 13.20 eV
**Lowest unoccupied orbital energy**: -3.2561 eV
**Maximum force**: 5.1 eV/A
**Molecular weight**: 106.06 g/mol

Each line ends with the Mulliken charge.
Cartesian coordinates (Å):
C1 -0.053 1.229 -0.175  0.374
N1 -1.010 0.789 0.212  0.071
N2 2.588 0.043 0.207  -0.364
N3 3.481 -0.601 0.028  0.785
O1 4.362 -1.299 0.088  -0.439
O2 0.934 1.859 -0.574  -0.379
O3 -3.096 -0.814 0.025  -0.655
H1 -3.388 -1.518 -0.606  0.351
H2 -1.920 0.109 0.265  0.434
H3 1.644 1.263 -0.282  0.495
H4 -3.543 -1.060 0.813  0.329

---

# 4
Density functional theory data (wB97M-V/def2-TZVPD) for the molecule C4H13N3 at a distorted geometry.

**DFT total energy**: -8827.87627 eV
**E_HOMO**: -8.016 eV
**Relative energy (zero: lowest compared OMol25 entry of this formula, charge and spin)**: 148.2 kJ/mol
**Charge**: 0
**Orbital gap**: 9.06 eV
**Structure (SMILES)**: CNNC(C)(C)N
**Lowest unoccupied orbital energy**: 1.0493 eV
**Maximum force**: 2.6 eV/A
**Molecular weight**: 103.17 g/mol

Each line ends with the Mulliken charge.
Cartesian coordinates (Å):
C1 -0.911 -0.314 -0.231  1.422
C2 -0.834 -0.389 -1.753  -1.564
C3 -0.723 -1.686 0.411  -1.849
C4 2.366 1.261 0.784  -0.895
N1 0.086 0.664 0.387  -0.382
N2 1.462 0.177 0.440  -0.339
N3 -2.154 0.256 0.225  -0.779
H1 0.116 1.480 -0.231  0.257
H2 1.462 -0.509 1.194  0.204
H3 -2.392 1.089 -0.304  0.274
H4 -1.777 0.631 1.183  0.377
H5 0.155 -0.728 -2.056  0.341
H6 -1.588 -2.296 0.168  0.425
H7 -1.033 0.587 -2.196  0.399
H8 -1.586 -1.085 -2.117  0.382
H9 0.189 -2.158 0.053  0.375
H10 -0.678 -1.597 1.496  0.408
H11 2.053 1.832 1.668  0.330
H12 2.429 1.946 -0.064  0.280
H13 3.357 0.840 0.944  0.336

---

Look up the maximum force of the first one. 4.7 eV/A

---

What is the formula in the second record? C27H57N3O6PS

---

Among the records above, which one has the lowest lowest unoccupied orbital energy? C27H57N3O6PS